Here is a molecular structure, C10H25CaO8V at a distorted geometry from the OMol25 dataset. Energies are from the ωB97M-V functional and the def2-TZVPD basis.

Output
LUMO energy, eV: -8.64
HOMO energy, eV: -14.4557
E_tot, eV: -71267.7984
Kohn-Sham gap, eV: 5.82
Total charge: +2
Max |F|, eV Å⁻¹: 3.16

XYZ file:
```
45
Properties=species:S:1:pos:R:3:mulliken_charge:R:1
V 4.0466 -0.6580 -2.5323 1.75
Ca 2.9778 -2.1740 2.3780 1.68
O 2.3623 -0.2775 -1.3802 -0.63
O 2.2417 -0.5575 3.9076 -0.53
O 3.5440 -2.0048 -3.2084 -0.49
O -0.4778 1.2730 -2.6234 -0.51
O 0.3060 -0.3999 -0.6156 -0.18
O 1.8640 -1.0111 0.7513 -0.31
O 4.1174 0.4732 -3.6191 -0.49
O -1.8352 -2.3172 -0.0993 -0.58
C -2.6255 -1.5394 0.8269 0.33
C -1.3216 0.7431 -3.6766 0.68
C -3.1151 -0.2579 0.1611 -1.04
C 3.5931 1.3077 3.0876 -1.27
C -1.7950 -1.2554 2.0650 -0.92
C 2.3618 0.9260 3.8653 0.72
C -1.1790 -0.7553 -3.6477 -1.31
C 1.0846 1.4989 3.2760 -1.22
C 1.5918 -0.5370 -0.3891 0.40
C -2.7601 1.1808 -3.4631 -1.15
H -0.1232 -1.0364 -3.6996 0.28
H -0.2127 2.1657 -2.8642 0.28
H -3.4075 0.8209 -4.2645 0.39
H 0.1974 1.0656 3.7439 0.41
H 1.0261 1.3643 2.1939 0.09
H 3.6150 0.7442 2.1382 0.18
H 4.5026 1.0549 3.6336 0.33
H 2.3974 1.3151 4.8848 0.34
H -1.6425 -1.1705 -2.7475 0.20
H -3.6603 0.3430 0.8918 0.43
H -2.3851 -0.8116 2.8714 0.44
H -1.6763 -1.2241 -4.4955 0.47
H -1.0098 -0.5256 1.8345 -0.01
H 0.2657 0.0186 -1.5230 -0.08
H -3.1246 0.7851 -2.5149 0.09
H -1.0050 1.1431 -4.6447 0.36
H 3.5531 2.3578 2.8170 0.37
H -3.7583 -0.4803 -0.6874 0.28
H 1.5766 -0.7126 4.5941 0.28
H -1.3247 -2.1682 2.4346 0.28
H -2.2709 0.3461 -0.1891 0.15
H 1.0081 2.5733 3.4510 0.42
H -2.8600 2.2673 -3.4819 0.36
H -1.1566 -1.7462 -0.4723 0.29
H -3.5062 -2.1472 1.0319 0.43
```